Entry 1:
Here is a molecular structure, C35H40BrN3NiO2PSb in a non-equilibrium geometry from the Open Molecules 2025 dataset. Energies are from ωB97M-V/def2-TZVPD.

Computed properties:
energy above the lowest of the compared OMol25 structures with the same formula, charge and spin: 0.6057 eV
HOMO energy (spin up / spin down): -8.021 / -8.021 eV
max |F|: 1.07 eV Å⁻¹
frontier orbital gap (spin up / spin down): 8.3 / 8.3 eV

```
84
Properties=species:S:1:pos:R:3:forces:R:3:mulliken_charge:R:1
Ni 0.351499 0.085514 -1.090089 -0.198 1.003 0.325 0.0781
C -0.363870 -1.675781 6.042285 0.023 0.055 -0.012 -0.4950
C 0.177682 -0.408061 5.850121 -0.004 -0.024 -0.050 -0.7096
C 0.463945 0.037626 4.568592 -0.059 -0.138 0.016 -0.2681
C 0.204983 -0.777118 3.463297 0.014 0.028 -0.087 0.2365
C -0.330654 -2.044209 3.666115 -0.017 0.057 -0.054 -0.5314
C -0.614231 -2.493816 4.952725 0.003 -0.007 -0.011 -0.5363
Sb 0.716701 -0.007194 1.518415 0.013 -0.223 0.500 0.7058
C -0.461648 1.766799 1.735140 0.073 -0.009 0.005 0.8592
C -0.165894 2.920793 1.010184 -0.015 -0.058 -0.022 -0.0384
C -1.036258 4.003544 1.023727 0.014 0.001 0.002 -1.0784
C -2.217869 3.939366 1.749770 -0.017 -0.054 0.023 -0.5958
C -2.518814 2.796220 2.479570 0.025 -0.010 -0.015 -0.6877
C -1.645816 1.714030 2.472055 0.041 0.101 -0.011 -0.7728
C 2.680860 0.533419 2.124621 -0.048 0.002 -0.150 0.5629
C 3.212923 1.810177 1.993572 -0.004 -0.049 0.011 -0.1620
C 4.541466 2.045632 2.319327 -0.011 0.007 0.021 -0.7098
C 5.346183 1.006159 2.762812 -0.008 -0.036 -0.023 -0.5212
C 4.818979 -0.270899 2.895226 -0.056 0.001 0.006 -0.6096
C 3.487570 -0.506998 2.577043 0.076 0.074 0.010 -0.6137
H -0.587249 -2.022485 7.043247 0.010 -0.003 -0.005 0.3753
H 0.381473 0.231237 6.700033 -0.009 -0.010 0.002 0.4043
H 0.892791 1.023733 4.426705 0.002 -0.012 0.012 0.3606
H -0.533339 -2.693718 2.820654 0.012 0.004 0.001 0.2997
H -1.026793 -3.484135 5.100627 -0.007 0.014 -0.009 0.4132
H 0.741670 2.970044 0.418606 -0.035 0.004 -0.034 0.2828
H -0.791848 4.897504 0.463213 -0.008 -0.021 -0.012 0.4331
H -2.905301 4.775668 1.746405 0.025 0.009 0.017 0.3856
H -3.431824 2.745960 3.061040 0.004 0.003 -0.029 0.4172
H -1.888574 0.831914 3.055159 0.008 0.012 0.004 0.3184
H 2.602358 2.623152 1.623325 0.027 0.010 -0.002 0.2600
H 4.951919 3.041559 2.211902 0.000 -0.011 -0.019 0.4114
H 6.389760 1.185613 2.988246 -0.020 0.016 0.033 0.3820
H 5.441887 -1.085450 3.243326 0.003 0.009 -0.016 0.4065
H 3.084264 -1.508971 2.683905 0.006 -0.003 0.010 0.3684
C 0.896112 2.438254 -4.553360 0.035 -0.089 -0.031 -1.7285
C 0.712025 1.181283 -3.696029 -0.080 0.236 -0.146 1.2139
C -0.144109 0.163734 -4.443980 0.042 0.006 0.068 -1.3893
C 0.109134 1.556892 -2.351233 -0.212 -0.903 -0.122 -1.1485
H 1.338846 2.183920 -5.519578 -0.012 0.046 -0.004 0.4461
H 1.549614 3.158100 -4.058871 -0.018 0.001 0.001 0.4009
H -0.070343 2.917340 -4.736970 0.025 0.014 -0.002 0.3505
H 1.701560 0.743955 -3.536702 0.027 0.014 0.026 -0.2145
H -1.136976 0.582389 -4.648192 0.037 -0.030 -0.005 0.2873
H -0.268080 -0.749026 -3.855776 0.023 -0.028 -0.053 0.1324
H 0.307197 -0.110102 -5.399808 -0.023 0.013 0.009 0.5320
H -0.937996 1.839740 -2.457246 0.020 0.171 -0.129 0.5356
H 0.670300 2.351275 -1.867392 -0.017 0.051 0.062 0.6713
Br 0.426449 -4.194996 -2.218047 0.011 0.032 0.008 -0.1796
C 2.062623 -3.222467 -2.220886 -0.041 -0.042 -0.004 -0.9944
C 3.235246 -3.842890 -2.609994 0.054 0.027 0.001 -0.2589
C 4.411553 -3.099448 -2.602010 -0.046 0.046 0.018 -0.7045
C 4.406366 -1.767890 -2.210356 0.053 -0.043 -0.026 -0.7959
C 3.221830 -1.160624 -1.814096 -0.075 0.115 0.029 0.0422
C 2.052344 -1.900809 -1.825946 0.202 -0.026 -0.046 1.8932
C 3.231269 0.296765 -1.363521 -0.055 -0.115 0.087 -0.4697
O 4.275393 0.915757 -1.418138 0.039 0.057 0.022 -0.7402
O 2.113446 0.787347 -0.915923 -0.015 -0.030 -0.126 -0.4067
H 3.232360 -4.880786 -2.912096 0.004 -0.003 -0.007 0.4279
H 5.336770 -3.571570 -2.906322 -0.004 0.008 0.001 0.4037
H 5.309620 -1.172803 -2.203556 0.005 -0.018 0.011 0.5188
H 1.118187 -1.429768 -1.532755 -0.022 -0.664 -0.171 0.2729
C -4.311478 -2.319686 -0.989341 0.077 0.071 -0.012 -0.9142
N -3.869922 -1.644119 0.228814 -0.048 -0.066 0.077 0.1025
C -4.528241 -0.339738 0.310163 0.088 -0.015 -0.075 -0.9185
N -4.315719 0.495294 -0.869420 -0.013 0.091 0.026 0.1574
C -4.735580 -0.236987 -2.060459 0.107 -0.023 0.047 -1.0516
N -4.087101 -1.539615 -2.204578 -0.007 -0.074 -0.057 0.1357
C -2.662960 -1.412622 -2.511258 0.095 0.004 0.117 -1.2689
P -1.755478 -0.526611 -1.152757 -0.019 0.598 0.114 3.3038
C -2.415323 -1.518352 0.272901 0.018 0.005 -0.178 -0.8185
C -2.918490 0.913280 -0.976738 -0.022 -0.183 0.005 -0.8918
H -5.381635 -2.514071 -0.901634 -0.020 0.011 0.000 0.3201
H -3.788857 -3.273851 -1.077629 -0.013 -0.017 0.000 0.4184
H -4.159761 0.191250 1.189538 -0.009 0.007 0.014 0.3403
H -5.600664 -0.506919 0.424318 -0.014 -0.018 -0.011 0.2862
H -4.512784 0.366264 -2.942166 -0.038 0.009 -0.017 0.4152
H -5.814340 -0.394041 -2.008626 -0.008 -0.031 0.027 0.3100
H -2.530497 -0.865754 -3.444487 -0.029 -0.005 -0.013 0.4269
H -2.226608 -2.405347 -2.642351 0.023 0.006 -0.038 0.3012
H -2.120420 -1.027141 1.203431 -0.005 -0.016 0.037 0.2003
H -1.959494 -2.511709 0.258395 0.037 -0.009 0.032 0.2244
H -2.804130 1.569925 -1.838413 -0.038 0.024 -0.018 0.5891
H -2.630207 1.480160 -0.089835 0.020 0.045 0.015 -0.3968
```
Forces are in eV/Å.

***

Entry 2:
Here is a gas-phase ion, C2H8IN2 (charge +1) in a non-equilibrium geometry from the Open Molecules 2025 dataset. Energies are from ωB97M-V/def2-TZVPD.

Computed properties:
energy above the lowest of the compared OMol25 structures with the same formula, charge and spin: 1.2916 eV
net charge: +1
SMILES: NC[C@@H]([NH3+])I
HOMO energy: -13.982 eV
max |F|: 3.60 eV Å⁻¹
frontier orbital gap: 10.1 eV

```
13
Properties=species:S:1:pos:R:3:forces:R:3:mulliken_charge:R:1
C 0.212982 -0.114969 1.023224 -1.931 -2.575 -0.820 -0.6236
C -1.008692 -0.306277 0.010443 1.639 0.081 -0.491 -0.6144
N -0.505931 0.845027 -1.123970 -1.298 -2.155 2.576 -0.3696
N 1.371791 -0.088103 0.128501 1.054 0.795 1.970 -0.5226
I -1.015143 -2.335121 -0.847739 0.251 1.077 0.127 0.2051
H 0.106162 0.799233 1.604616 0.019 0.037 -0.063 0.3847
H 0.226071 -1.028759 1.700184 -0.103 1.360 -0.567 0.3341
H -2.035538 -0.328948 0.437629 0.748 1.275 -0.646 0.5163
H -1.001565 0.761769 -2.006428 0.114 0.334 0.009 0.3256
H -0.631199 1.697442 -0.587172 -0.549 0.573 -0.692 0.3341
H 0.584887 0.640730 -1.017660 -0.773 -0.500 -0.311 0.4979
H 1.687279 -1.059727 -0.011335 0.397 0.910 0.127 0.2628
H 2.008898 0.517703 0.689707 0.433 -1.213 -1.220 0.2697
```
Forces are in eV/Å.

***

Entry 3:
Here is 2 unconnected molecules or ions with the total composition C7H13N3O in a non-equilibrium geometry from the Open Molecules 2025 dataset. Energies are from ωB97M-V/def2-TZVPD.

Computed properties:
energy above the lowest of the compared OMol25 structures with the same formula, charge and spin: 0.4045 eV
SMILES: Cc1c[nH]cn1.CCC(N)=O
HOMO energy: -8.510 eV
max |F|: 1.63 eV Å⁻¹
frontier orbital gap: 9.3 eV

```
24
Properties=species:S:1:pos:R:3:forces:R:3:mulliken_charge:R:1
C -1.281907 3.367922 0.499372 0.085 -0.774 1.427 -0.9550
C 1.237526 1.115392 -0.603356 0.428 0.344 0.531 -0.4680
C -0.024800 2.572104 0.346225 0.144 0.128 -0.860 0.6324
C 1.123746 2.518833 1.092389 -0.863 0.547 -0.400 -0.6293
N 0.079016 1.701681 -0.720044 0.079 -0.328 0.033 -0.5520
N 1.932237 1.604560 0.469911 0.001 -0.012 0.369 -0.0662
H 1.635413 0.313765 -1.199613 0.023 0.145 -0.267 0.6864
H 2.792490 1.295633 0.889638 0.041 -0.225 -0.410 0.2104
H 1.414318 3.146921 1.915801 0.190 -0.261 0.154 0.3867
H -1.366449 4.296007 -0.051429 0.195 0.049 -0.219 0.2372
H -1.379475 3.554820 1.575648 -0.128 0.443 -0.175 0.2959
H -2.111376 2.699290 0.275910 -0.089 0.147 -0.326 0.2810
C 0.373228 -2.191160 -0.353230 -0.731 0.393 -0.805 0.2803
C 0.437880 -3.170630 0.804034 0.292 0.363 1.040 -1.2868
C -1.075867 -1.787415 -0.630728 0.117 0.733 0.539 0.4787
O -1.733559 -1.260429 0.247421 -0.050 -0.261 0.024 -0.6206
N -1.592715 -1.965623 -1.869028 -0.062 -0.158 -0.369 -0.4114
H 0.874022 -1.243860 -0.147470 -0.198 -0.192 0.435 -0.2981
H 0.845475 -2.510890 -1.285858 0.036 -0.531 0.165 0.3904
H 0.609192 -4.186664 0.495621 0.096 -0.396 -0.164 0.2961
H -0.438747 -3.149104 1.459724 -0.251 0.108 -0.586 0.3491
H -2.479268 -1.544503 -2.074504 -0.173 0.083 0.177 0.2237
H -1.078165 -2.301736 -2.654007 0.398 -0.143 -0.062 0.1862
H 1.207774 -2.874923 1.517572 0.420 -0.203 -0.253 0.3531
```
Forces are in eV/Å.

***

Entry 4:
Here is a molecular structure, C47H35I2N5O4V from the Open Molecules 2025 dataset. Energies are from ωB97M-V/def2-TZVPD.

Computed properties:
energy above the lowest of the compared OMol25 structures with the same formula, charge and spin: 0.0000 eV
net charge: +1
HOMO energy: -10.987 eV
max |F|: 0.29 eV Å⁻¹
frontier orbital gap: 6.2 eV

```
94
Properties=species:S:1:pos:R:3:forces:R:3:mulliken_charge:R:1
V 0.167037 -0.597219 0.316000 0.219 -0.183 0.063 -0.2465
O 1.783407 -0.227703 0.702320 -0.056 -0.043 0.079 -0.3030
C 2.972620 0.447080 0.222835 -0.010 -0.005 -0.042 2.1917
C 2.893471 0.349221 -1.307610 0.026 -0.027 0.062 -1.8268
C 1.700560 1.051292 -1.885381 -0.022 -0.020 0.020 0.1300
C 1.861290 1.968120 -2.911213 0.013 0.015 -0.032 -0.5564
C 0.761900 2.652286 -3.391757 0.017 -0.010 0.005 -1.3604
C -0.469756 2.427543 -2.804889 -0.014 0.002 0.024 -0.7286
C -0.583940 1.493103 -1.788742 -0.097 0.043 -0.051 0.7093
C -1.927454 1.253205 -1.150013 0.017 0.038 0.030 -0.7480
C -1.921542 1.371838 0.387508 0.118 -0.008 0.081 2.7249
O -0.663948 0.771333 0.862226 -0.161 0.004 0.044 0.4847
C -1.875190 2.840461 0.776594 -0.041 0.005 -0.041 -0.2220
C -3.052413 3.500808 1.114563 -0.002 -0.004 0.009 -0.6254
C -3.042885 4.866492 1.354470 0.021 0.018 0.001 -0.9623
C -1.858324 5.582663 1.257196 -0.035 -0.004 0.006 -0.7213
C -0.684580 4.927101 0.918409 0.041 -0.016 -0.004 -1.0945
C -0.689959 3.560866 0.674168 -0.013 0.029 0.006 0.0955
C -3.016668 0.589004 1.088339 -0.040 -0.031 -0.029 -0.4368
C -2.990990 0.563206 2.483184 0.031 0.005 0.004 -0.0221
C -3.925747 -0.171540 3.190100 -0.001 0.002 0.002 -0.8456
C -4.905915 -0.887478 2.511932 0.015 -0.007 0.001 -0.7108
C -4.943520 -0.858738 1.128142 0.009 -0.004 0.007 -0.7665
C -4.001347 -0.124328 0.415920 -0.001 0.033 -0.008 0.1491
N 0.487492 0.785784 -1.372202 0.008 -0.004 -0.101 1.8388
C 4.195321 -0.297683 0.762514 0.014 -0.019 -0.004 0.0434
C 4.564000 -1.533543 0.228957 -0.020 0.036 -0.003 -0.1395
C 5.657963 -2.222652 0.724433 0.014 0.004 0.007 -1.0252
C 6.409334 -1.686452 1.760918 -0.002 -0.014 -0.003 -0.6368
C 6.058696 -0.456827 2.291360 -0.002 0.018 0.011 -1.0149
C 4.960997 0.234596 1.795744 -0.014 -0.033 0.002 -0.4452
C 2.886728 1.872209 0.744598 0.020 -0.008 0.031 -0.2542
C 3.450192 2.929949 0.042606 0.004 0.048 0.006 0.0440
C 3.430573 4.214568 0.571376 0.017 -0.031 -0.020 -1.0256
C 2.855646 4.448513 1.810523 -0.010 -0.007 0.028 -0.6943
C 2.292904 3.394414 2.517806 -0.014 0.043 -0.007 -0.9320
C 2.305862 2.114997 1.987299 -0.008 -0.005 -0.027 0.1523
H 2.856116 -0.706200 -1.572196 -0.031 -0.014 -0.035 0.2102
H 3.806812 0.750837 -1.742667 -0.004 0.006 -0.015 0.7658
H 2.849468 2.143132 -3.313845 -0.006 0.004 0.003 0.6006
H 0.866210 3.372288 -4.192265 0.005 0.003 -0.004 0.4830
H -1.345642 2.978562 -3.117057 -0.002 -0.003 0.005 0.6590
H -2.274438 0.271235 -1.444870 -0.030 -0.038 0.001 -1.6701
H -2.637552 1.986551 -1.530016 0.013 -0.004 -0.016 1.1093
H -3.980190 2.948805 1.197010 0.009 0.001 -0.003 0.4896
H -3.962860 5.368641 1.622656 0.002 0.003 -0.001 0.4436
H -1.849952 6.647454 1.448853 -0.005 0.000 -0.003 0.4305
H 0.244766 5.476576 0.844479 -0.002 -0.001 0.002 0.4662
H 0.236309 3.060822 0.419631 0.009 -0.001 0.008 0.0390
H -2.229089 1.124235 3.012045 -0.007 -0.001 0.001 0.4552
H -3.887706 -0.189820 4.271465 -0.010 -0.005 -0.007 0.4069
H -5.630364 -1.473694 3.061122 -0.006 0.006 -0.001 0.4034
H -5.700801 -1.415681 0.592540 -0.001 -0.005 0.004 0.4389
H -4.065184 -0.116760 -0.664084 0.007 0.001 -0.016 0.4631
H 4.000068 -1.976083 -0.579700 0.010 -0.019 -0.002 0.4031
H 5.926478 -3.179744 0.296213 -0.003 0.003 -0.004 0.4566
H 7.266183 -2.222610 2.146642 -0.001 0.001 -0.001 0.4145
H 6.640700 -0.024651 3.094421 0.001 -0.001 -0.002 0.4354
H 4.712924 1.195922 2.221975 0.000 0.006 -0.006 0.4137
H 3.930004 2.764697 -0.913218 0.005 0.002 -0.002 0.4507
H 3.876966 5.028768 0.015765 0.002 0.000 0.001 0.4656
H 2.850314 5.447421 2.226751 -0.006 -0.002 0.001 0.4617
H 1.838122 3.569798 3.483978 0.006 -0.001 -0.001 0.4604
H 1.869842 1.296913 2.545638 0.002 0.010 0.004 0.5230
I 1.051302 -2.325984 -3.427942 -0.013 0.014 -0.032 0.0655
C 1.628754 -3.341303 -1.685811 -0.027 0.024 0.054 0.1382
C 2.160430 -4.612762 -1.850804 -0.001 -0.011 0.008 -0.7609
C 2.579904 -5.293767 -0.722269 -0.007 0.013 0.001 -0.4303
C 2.471254 -4.672425 0.511721 0.016 -0.045 -0.017 -1.1951
C 1.931632 -3.404565 0.566351 -0.016 0.049 0.018 -0.2254
N 1.495873 -2.737955 -0.513122 0.061 -0.008 -0.032 0.4777
H 2.237336 -5.049779 -2.835143 -0.005 0.007 -0.004 0.5058
H 2.989992 -6.291106 -0.809805 0.002 0.002 -0.002 0.4758
H 2.798562 -5.158993 1.419345 -0.004 0.011 0.005 0.5394
H 1.841350 -2.886317 1.510729 0.004 0.001 -0.004 0.4414
N -0.308312 -1.778366 1.685305 -0.021 0.211 0.017 -0.0517
C -1.240275 -2.407754 2.101918 0.084 -0.117 -0.065 1.1555
N -2.117998 -3.045149 2.668350 -0.061 0.007 0.039 -0.7251
C -3.118560 -3.760486 2.177459 0.007 0.017 -0.002 0.5997
N -4.021605 -4.372372 1.806269 0.002 0.007 0.004 -0.5875
I -6.696466 -2.279589 -4.760184 0.001 0.000 -0.003 0.1369
C -5.018048 -2.377124 -3.533468 0.002 0.009 -0.001 -0.2301
C -3.918071 -1.574494 -3.813724 0.013 -0.002 0.003 -0.7928
C -2.810817 -1.624545 -2.983035 -0.019 -0.003 -0.012 0.1978
C -2.799070 -2.484156 -1.889388 0.041 -0.005 0.014 0.5341
C -3.891762 -3.306077 -1.631156 -0.010 -0.019 0.001 -0.8740
C -5.008878 -3.243937 -2.447879 0.000 -0.004 0.009 -0.6294
C -1.652462 -2.555769 -0.949043 -0.052 0.067 -0.033 -0.4941
O -1.376898 -3.521438 -0.293946 0.004 -0.045 0.002 -0.6440
O -0.950375 -1.389807 -0.868496 -0.008 -0.008 -0.032 0.8333
H -3.925294 -0.922139 -4.676044 -0.002 0.004 0.005 0.4482
H -1.943468 -1.014604 -3.200794 0.014 0.009 -0.007 0.2533
H -3.871018 -3.972547 -0.777732 -0.001 0.004 0.001 0.4883
H -5.866350 -3.868585 -2.239144 0.002 0.000 -0.001 0.4520
```
Forces are in eV/Å.